Arrangement P

ORCA calculation (ωB97M-V with the def2-TZVPD basis set) on C5H7N in the gas phase.

Structure (ORCA input):
```
! wB97M-V def2-TZVPD RIJCOSX def2/J DEFGRID3
* xyz 0 1
H -0.05 1.47 -2.00
N -1.00 1.21 -1.73
C -0.89 0.47 -0.69
C -1.39 -0.76 -0.19
C -0.64 -0.92 1.08
C 0.15 -0.16 0.08
C 1.47 0.51 0.23
H -1.95 -1.50 -0.74
H -0.85 -0.42 2.02
H -0.39 -1.98 1.25
H 1.66 1.16 -0.63
H 2.35 -0.04 0.53
H 1.18 1.18 1.06
*
```

## Properties
Kohn-Sham gap: 8.48 eV
E_LUMO: 0.466 eV
HOMO: -8.012 eV
SMILES string: [H]/N=C1/[C@@H]2C[C@@]12C

Arrangement Q

ORCA calculation (ωB97M-V with the def2-TZVPD basis set) on a molecular structure, C5H7N.

Structure (ORCA input):
```
! wB97M-V def2-TZVPD RIJCOSX def2/J DEFGRID3
* xyz 0 1
C 0.84 -1.29 1.10
C 0.84 0.16 0.44
C -0.02 0.60 -0.51
C -1.25 -0.07 -1.02
C 0.11 2.14 -0.57
H -0.14 -2.07 0.28
H 2.17 -1.56 1.26
H 0.23 -1.19 2.50
H 1.63 0.84 0.84
H -0.95 -1.32 -1.11
H -2.28 0.05 -0.28
H -1.48 0.45 -2.21
N 0.30 3.26 -0.71
*
```

## Properties
Kohn-Sham gap: 9.87 eV
E_LUMO: 0.120 eV
HOMO: -9.751 eV

Arrangement R

ORCA calculation (ωB97M-V with the def2-TZVPD basis set) on C5H7N in the gas phase.

Structure (ORCA input):
```
! wB97M-V def2-TZVPD RIJCOSX def2/J DEFGRID3
* xyz 0 1
C -1.18 -0.64 0.08
C -0.36 -0.63 1.14
C 0.78 0.31 0.93
N 1.67 -0.17 -0.12
C 0.56 0.92 -0.40
C -0.78 0.41 -0.94
H -2.02 -1.32 -0.05
H -0.40 -1.30 1.99
H 1.24 0.82 1.77
H 1.34 -1.03 -0.53
H 1.44 1.32 -0.88
H -1.55 1.19 -1.00
H -0.67 0.00 -1.95
*
```

## Properties
Kohn-Sham gap: 10.16 eV
E_LUMO: 1.166 eV
HOMO: -8.996 eV
SMILES string: C1=C[C@H]2N[C@H]2C1

Arrangement S

ORCA calculation (ωB97M-V with the def2-TZVPD basis set) on a molecular structure, C5H7N.

Structure (ORCA input):
```
! wB97M-V def2-TZVPD RIJCOSX def2/J DEFGRID3
* xyz 0 1
C -0.95 -1.33 0.07
C -0.53 1.10 -0.15
C 0.26 -0.53 0.54
C -1.91 0.54 -0.04
C 1.62 -0.76 -0.21
N -2.06 -0.72 0.04
H -0.39 2.11 0.28
H 0.19 1.02 -1.10
H 0.40 -0.25 1.59
H -2.76 1.22 0.15
H 2.45 -0.21 0.30
H 1.59 -0.41 -1.24
H 2.08 -1.78 -0.24
*
```

## Properties
Kohn-Sham gap (alpha / beta): 7.52 / 7.52 eV
E_LUMO (alpha / beta): -0.260 / -0.260 eV
HOMO (alpha / beta): -7.779 / -7.780 eV

Which of them is most stable, and which least? Most stable: arrangement R; least stable: arrangement Q.

Arrangement P

ORCA calculation (ωB97M-V with the def2-TZVPD basis set) on 2 unconnected molecules or ions with the total composition C5H7N.

Structure (ORCA input):
```
! wB97M-V def2-TZVPD RIJCOSX def2/J DEFGRID3
* xyz 0 1
C 0.16 -1.80 0.44
C 0.73 -0.89 -0.26
C 0.71 0.34 -0.76
C 1.19 1.44 0.13
H 0.47 -2.80 0.75
H -0.95 -1.62 0.66
H 0.80 0.36 -1.83
H 0.30 1.68 0.76
H 1.39 2.27 -0.55
H 2.15 1.18 0.68
C -2.36 -0.05 -0.06
N -1.73 0.82 -0.36
H -2.84 -0.93 0.41
*
```

## Properties
Kohn-Sham gap: 9.94 eV
E_LUMO: 0.977 eV
HOMO: -8.965 eV
SMILES string: C=C=CC.C#N

Arrangement Q

ORCA calculation (ωB97M-V with the def2-TZVPD basis set) on a molecular structure, C5H7N.

Structure (ORCA input):
```
! wB97M-V def2-TZVPD RIJCOSX def2/J DEFGRID3
* xyz 0 1
C 1.90 -0.11 -0.24
C 0.43 -0.05 0.07
C -0.40 1.06 0.21
C -1.71 0.61 0.05
C -1.66 -0.77 -0.15
N -0.38 -1.22 -0.19
H 2.30 -1.11 -0.04
H 2.07 0.12 -1.30
H 2.46 0.62 0.36
H -0.07 2.08 0.38
H -2.62 1.21 0.12
H -2.48 -1.47 -0.22
H 0.15 -0.97 0.93
*
```

## Properties
Kohn-Sham gap: 9.93 eV
E_LUMO: 1.001 eV
HOMO: -8.925 eV

Arrangement R

ORCA calculation (ωB97M-V with the def2-TZVPD basis set) on C5H7N in the gas phase.

Structure (ORCA input):
```
! wB97M-V def2-TZVPD RIJCOSX def2/J DEFGRID3
* xyz 0 1
N 2.62 -0.65 1.66
C 2.02 -0.27 0.75
C 1.22 0.20 -0.39
C -0.19 0.57 0.06
C -1.09 -0.51 0.58
C -1.38 0.12 -0.75
H 1.19 -0.60 -1.14
H 1.72 1.06 -0.85
H -0.26 1.54 0.54
H -1.73 -0.27 1.42
H -0.70 -1.53 0.59
H -1.19 -0.47 -1.64
H -2.22 0.80 -0.83
*
```

## Properties
Kohn-Sham gap: 12.00 eV
E_LUMO: 0.959 eV
HOMO: -11.044 eV
SMILES string: N#CCC1CC1

Which of them is most stable, and which least? Most stable: arrangement R; least stable: arrangement P.

Arrangement P

ORCA calculation (ωB97M-V with the def2-TZVPD basis set) on 2 unconnected molecules or ions with the total composition C6H15N2.

Structure (ORCA input):
```
! wB97M-V def2-TZVPD RIJCOSX def2/J DEFGRID3
* xyz 1 1
C -0.56 1.02 -0.79
N 0.14 0.40 -1.95
C 0.59 1.11 -3.19
C -0.76 0.18 0.37
N 0.35 -0.76 0.51
C -0.09 -1.44 1.74
C -1.65 -1.78 1.49
C -2.09 -0.65 0.40
H -1.49 1.53 -1.00
H 0.04 1.99 -0.30
H 0.92 -0.15 -1.53
H 1.51 1.66 -3.04
H 0.66 0.29 -3.95
H -0.20 1.83 -3.51
H -0.75 0.87 1.27
H 5.75 0.98 2.73
H 6.14 1.60 2.55
H 0.39 -2.35 1.79
H 0.10 -0.75 2.60
H -2.21 -1.64 2.33
H -1.66 -2.80 1.17
H -2.11 -0.96 -0.57
H -3.02 -0.17 0.89
*
```

## Properties
Kohn-Sham gap: 5.30 eV
E_LUMO: -8.018 eV
HOMO: -13.322 eV

Arrangement Q

ORCA calculation (ωB97M-V with the def2-TZVPD basis set) on 2 unconnected molecules or ions with the total composition C6H15N2.

Structure (ORCA input):
```
! wB97M-V def2-TZVPD RIJCOSX def2/J DEFGRID3
* xyz 1 1
N -4.73 -0.73 -0.37
C 0.20 -0.90 0.13
C 1.61 -1.26 0.17
C 2.62 -0.31 -0.55
C 3.92 -0.29 -0.27
C -0.43 0.03 1.08
N -1.04 1.34 0.56
C 0.05 2.18 -0.01
H -5.65 -0.98 -0.04
H -4.48 -1.36 -1.12
H -4.78 0.22 -0.70
H -0.39 -1.64 -0.41
H 1.66 -2.09 -0.56
H 2.05 -1.64 1.09
H 2.18 0.09 -1.46
H 4.28 -0.95 0.51
H 4.52 0.37 -0.90
H -1.22 -0.50 1.65
H 0.28 0.37 1.81
H -1.65 0.97 -0.17
H 0.90 1.50 -0.10
H -0.16 2.55 -1.02
H 0.24 3.02 0.69
*
```

## Properties
Kohn-Sham gap: 5.49 eV
E_LUMO: -7.387 eV
HOMO: -12.876 eV

Which of them is most stable, and which least? Most stable: arrangement Q; least stable: arrangement P.

Arrangement P

ORCA calculation (ωB97M-V with the def2-TZVPD basis set) on a gas-phase ion, C6H15N2 (charge +1).

Structure (ORCA input):
```
! wB97M-V def2-TZVPD RIJCOSX def2/J DEFGRID3
* xyz 1 1
C 1.54 -0.77 1.46
C 0.75 0.16 0.81
C -0.66 -0.27 0.44
C -0.67 -1.10 -0.82
C -1.98 -1.72 -1.03
N -0.05 -0.19 -1.98
N 1.08 1.52 0.28
C 0.84 2.49 1.34
H 2.64 -0.64 1.61
H 1.24 -1.69 1.90
H -1.33 0.61 0.37
H -1.08 -0.72 1.37
H 0.21 -1.86 -0.58
H -2.26 -2.33 -0.02
H -2.82 -1.05 -1.16
H -1.96 -2.32 -2.07
H -0.72 0.01 -2.77
H 0.55 -0.76 -2.46
H 0.35 0.65 -1.41
H 2.08 1.53 -0.08
H 1.67 2.93 1.92
H 0.14 2.14 2.13
H 0.43 3.39 0.75
*
```

## Properties
Kohn-Sham gap: 9.94 eV
E_LUMO: -3.191 eV
HOMO: -13.133 eV
SMILES string: C=C(C[C@@H](C)[NH3+])NC

Arrangement Q

ORCA calculation (ωB97M-V with the def2-TZVPD basis set) on 2 unconnected molecules or ions with the total composition C6H15N2.

Structure (ORCA input):
```
! wB97M-V def2-TZVPD RIJCOSX def2/J DEFGRID3
* xyz 1 1
C -1.17 0.83 -0.70
C -0.49 2.10 -1.14
C 0.04 2.96 -0.28
N 0.71 4.15 -0.58
H -0.99 0.63 0.36
H -2.25 0.89 -0.80
H -0.80 0.00 -1.30
H -0.56 2.36 -2.19
H 0.04 2.74 0.79
H 0.42 4.92 0.00
H 0.65 4.40 -1.56
C -1.18 -3.71 0.13
C -0.29 -2.53 0.25
C 0.74 -2.48 1.07
N 1.50 -1.20 1.18
H -0.89 -4.51 0.80
H -2.20 -3.43 0.40
H -1.23 -4.07 -0.90
H -0.50 -1.66 -0.36
H 1.08 -3.22 1.77
H 1.07 -0.49 0.58
H 1.48 -0.83 2.13
H 2.48 -1.27 0.88
*
```

## Properties
Kohn-Sham gap: 7.63 eV
E_LUMO: -3.503 eV
HOMO: -11.137 eV

Arrangement R

ORCA calculation (ωB97M-V with the def2-TZVPD basis set) on 2 unconnected molecules or ions with the total composition C6H15N2.

Structure (ORCA input):
```
! wB97M-V def2-TZVPD RIJCOSX def2/J DEFGRID3
* xyz 1 1
C -0.56 0.72 -0.86
C -0.88 1.28 0.58
C -0.26 0.01 0.39
C -2.39 1.36 0.86
C -0.16 2.51 1.11
C 2.50 -1.98 -1.12
N -0.05 -1.20 0.80
N 1.13 -2.45 -1.04
H -1.35 0.36 -1.36
H 0.21 1.34 -1.39
H -2.49 1.54 1.85
H -3.09 0.55 0.50
H -2.72 2.16 0.39
H -0.16 2.26 2.19
H -0.78 3.25 0.73
H 0.87 2.45 0.82
H 2.65 -0.91 -0.96
H 2.99 -2.57 -0.30
H 3.00 -2.04 -2.20
H 0.35 -2.00 0.27
H -0.38 -1.21 1.76
H 0.96 -3.44 -1.23
H 0.61 -1.99 -1.78
*
```

## Properties
Kohn-Sham gap: 9.87 eV
E_LUMO: -4.078 eV
HOMO: -13.952 eV

Which of them is most stable, and which least? Most stable: arrangement Q; least stable: arrangement R.